A 5-piece molecular cluster, C16H30ClF3N5O4S overall. Source: the Open Molecules 2025 dataset; level of theory: the ωB97M-V functional and the def2-TZVPD basis.

Structure (XYZ):
```
60
Properties=species:S:1:pos:R:3:nbo_charge:R:1
C 3.5125 -2.4159 3.1450 -0.761
C 2.9431 -1.7335 1.9659 0.751
O 2.8137 -0.5381 1.8871 -0.490
N 2.7174 -2.5743 0.6761 -0.625
H 2.7872 -3.5723 0.8149 0.438
H 1.7454 -2.4453 0.4338 0.490
C 3.6572 -2.0997 -0.4232 -0.421
H 2.6467 -2.7448 3.7198 0.304
H 4.0890 -1.8005 3.8357 0.284
H 4.0740 -3.3181 2.9025 0.239
H 4.5756 -2.6761 -0.3119 0.233
H 3.9269 -1.0441 -0.4563 0.239
H 3.0825 -2.3142 -1.3243 0.237
C 0.1261 -1.5534 -4.6795 -0.644
C -0.1381 -0.0457 -4.8852 -0.211
N 0.4759 0.7035 -3.8161 -0.294
C 0.4671 2.1462 -3.7508 -0.051
C 1.1250 2.4360 -2.5718 -0.033
N 1.4586 1.2384 -1.9055 -0.317
C 1.1296 0.1749 -2.7426 0.300
C 2.1608 1.0828 -0.6979 -0.438
H -0.3666 -2.0539 -5.5130 0.247
H -0.2755 -1.9075 -3.7301 0.253
H 1.1717 -1.8610 -4.6929 0.214
H -1.2018 0.1916 -4.9020 0.230
H 0.4009 0.3238 -5.7576 0.219
H 0.0755 2.7027 -4.5895 0.260
H 1.3974 3.3790 -2.1213 0.249
H 1.5072 -0.8318 -2.6403 0.271
H 3.2416 1.0311 -0.8296 0.215
H 1.7056 0.3259 -0.0591 0.268
H 2.0425 2.0104 -0.1379 0.228
C -4.9943 1.3996 -0.9433 -0.645
C -4.0607 0.6808 0.0675 -0.217
N -3.0124 1.5950 0.5212 -0.293
C -3.1796 2.9083 0.8722 -0.037
C -1.9801 3.4270 1.4306 -0.049
N -1.0928 2.3374 1.4592 -0.302
C -1.7105 1.2240 0.8474 0.274
C 0.2227 2.3822 2.1148 -0.400
H -4.5190 1.9377 -1.7634 0.215
H -5.7020 2.0682 -0.4531 0.218
H -5.7294 0.7890 -1.4676 0.246
H -3.5870 -0.1262 -0.4915 0.235
H -4.6110 0.2708 0.9144 0.257
H -4.1196 3.4362 0.8086 0.251
H -1.6151 4.3348 1.8878 0.247
H -1.2882 0.2352 0.7457 0.291
H 0.7282 1.4690 1.8008 0.225
H 0.1485 2.4569 3.1997 0.267
H 0.7960 3.2141 1.7056 0.198
Cl -0.1827 -2.0555 -0.5999 -0.881
C -0.6204 -2.4750 3.5906 0.717
F -0.0937 -2.2866 2.3882 -0.332
F -1.4719 -3.5729 3.4835 -0.323
F 0.4003 -2.6941 4.5027 -0.342
S -1.7434 -1.0306 4.0831 2.265
O -2.6950 -0.8499 2.9469 -1.019
O -2.4898 -1.4289 5.3294 -0.931
O -0.8718 0.1374 4.1766 -1.018
```

## Properties
LUMO energy: -2.968 eV
energy: -64221.366 eV
Kohn-Sham gap: 7.25 eV
total charge: +1


A 4-piece molecular cluster, C20H49ClN4O9P overall. Source: the Open Molecules 2025 dataset; level of theory: the ωB97M-V functional and the def2-TZVPD basis.

Structure (XYZ):
```
84
Properties=species:S:1:pos:R:3:mulliken_charge:R:1
N 4.6327 2.0541 0.8763 -0.653
C 3.5773 2.9697 0.3610 0.583
C 3.3460 4.2792 1.2842 0.320
O 3.3818 4.1967 2.5577 -0.711
O 3.0645 5.4664 0.6301 -0.749
P 1.8894 2.1613 0.0747 0.187
O 0.8869 2.3323 1.4627 -0.490
Cl 0.9291 3.4191 -1.3786 -0.335
H 5.2534 1.7939 0.0986 0.248
H 4.2524 1.2176 1.3359 0.239
H 3.9284 3.3769 -0.6603 0.003
H 0.0623 1.8031 1.3575 0.379
C 6.8788 3.4363 -3.9100 -0.843
O 6.5906 3.9904 -2.6382 -0.238
C 7.7530 4.3886 -1.9088 -0.891
C 7.8662 5.9126 -1.8486 -0.166
N 8.2049 6.4835 -3.1526 -0.343
C 8.0240 7.9344 -3.2352 -0.676
C 6.6195 8.5062 -2.9818 -0.488
O 5.6647 8.1877 -3.9883 -0.453
C 5.0867 6.8960 -3.8725 -0.480
H 5.9699 2.9613 -4.2839 0.233
H 7.1710 4.2131 -4.6206 0.321
H 7.6642 2.6779 -3.8461 0.336
H 8.6653 3.9302 -2.3061 0.402
H 7.6188 4.0174 -0.8881 0.392
H 8.6437 6.1858 -1.1278 0.387
H 6.9092 6.2944 -1.4803 0.184
H 7.6216 6.0543 -3.8625 0.107
H 8.3256 8.2243 -4.2482 0.363
H 8.7340 8.4137 -2.5501 0.381
H 6.7111 9.5962 -3.0011 0.340
H 6.2314 8.2581 -1.9883 0.383
H 4.9680 6.5826 -2.8320 0.316
H 5.6807 6.1689 -4.4308 0.105
H 4.0972 6.9237 -4.3358 0.311
C -4.0676 -2.8607 -1.4758 -1.034
O -3.4044 -3.5862 -0.4519 -0.048
C -2.2280 -4.2652 -0.9000 -1.002
C -0.9652 -3.5846 -0.3679 -0.133
N -0.7394 -2.2883 -1.0049 -0.307
C 0.2618 -1.4548 -0.3316 -0.775
C 0.0108 -1.0594 1.1320 -0.562
O -1.0749 -0.1540 1.3182 -0.425
C -2.3582 -0.7556 1.3310 -0.680
H -5.0529 -2.5753 -1.1027 0.286
H -3.5238 -1.9475 -1.7257 0.377
H -4.2011 -3.4701 -2.3736 0.360
H -2.2026 -4.3683 -1.9898 0.488
H -2.2749 -5.2740 -0.4774 0.368
H -0.1023 -4.2306 -0.5602 0.379
H -1.0824 -3.4841 0.7163 0.135
H -1.6128 -1.7736 -1.0248 0.115
H 0.3388 -0.5331 -0.9183 0.480
H 1.2361 -1.9524 -0.4053 0.347
H 0.8996 -0.5223 1.4739 0.448
H -0.0875 -1.9248 1.7966 0.336
H -2.3466 -1.7545 1.7754 0.263
H -2.7673 -0.7864 0.3188 0.162
H -3.0238 -0.1246 1.9257 0.400
C -8.8761 -5.9667 4.5664 -0.700
O -7.9624 -6.8002 3.8726 -0.328
C -8.2124 -6.8820 2.4676 -0.824
C -7.1475 -6.1212 1.6747 -0.134
N -7.2743 -4.6745 1.8464 -0.315
C -6.1152 -3.9110 1.3743 -0.810
C -4.7482 -4.1964 2.0149 0.624
O -4.6417 -3.7886 3.3777 -0.456
C -5.1972 -4.6941 4.3158 -0.539
H -8.7510 -6.1469 5.6356 0.231
H -8.6694 -4.9115 4.3749 0.300
H -9.9102 -6.1968 4.2960 0.331
H -9.2229 -6.5481 2.2094 0.408
H -8.1410 -7.9418 2.2036 0.394
H -7.2513 -6.3635 0.6120 0.357
H -6.1709 -6.4814 2.0139 0.160
H -7.4047 -4.4689 2.8308 0.164
H -6.3519 -2.8551 1.5479 0.282
H -6.0343 -4.0372 0.2885 0.336
H -4.0137 -3.6011 1.4751 -0.419
H -4.4311 -5.2387 1.8962 0.223
H -5.0862 -5.7369 4.0062 0.278
H -6.2475 -4.4527 4.4928 0.122
H -4.6743 -4.5620 5.2668 0.330
```

## Properties
LUMO energy: 1.944 eV
energy: -67730.917 eV
Kohn-Sham gap: 5.89 eV
total charge: -1


A 2-piece molecular cluster, C3H10NO overall. Source: the Open Molecules 2025 dataset; level of theory: the ωB97M-V functional and the def2-TZVPD basis.

Structure (XYZ):
```
15
Properties=species:S:1:pos:R:3:nbo_charge:R:1
C 2.0565 0.9444 -0.1508 -0.270
O 1.2925 0.7376 -1.3160 -0.716
H 2.6443 1.8631 -0.1445 0.168
H 2.7426 0.1242 0.0862 0.163
H 1.4105 1.0941 0.7113 0.188
H 1.9042 0.4016 -1.9905 0.471
C -1.3114 -1.8010 0.8276 -0.415
C -1.5378 0.6653 0.4167 -0.329
N -0.8894 -0.4991 0.2337 -0.581
H -1.8159 -2.3049 0.0087 0.197
H -0.3826 -2.3226 1.0641 0.190
H -1.8558 -1.6521 1.7534 0.198
H -2.6155 0.6586 0.4843 0.165
H -1.0713 1.6014 0.1464 0.179
H 0.0860 -0.5656 0.0080 0.391
```

## Properties
multiplicity: 2
LUMO energy (alpha / beta): 0.789 / 0.762 eV
energy above the lowest of the compared OMol25 structures with the same formula, charge and spin: 17.4 kcal/mol
energy: -6807.992 eV
Kohn-Sham gap (alpha / beta): 6.34 / 10.58 eV
total charge: 0


C13H27AlFO14P as an isolated structure. Source: the Open Molecules 2025 dataset; level of theory: the ωB97M-V functional and the def2-TZVPD basis.

Structure (XYZ):
```
57
Properties=species:S:1:pos:R:3:nbo_charge:R:1
Al -0.2389 -1.3579 -1.5031 1.227
P 1.6121 -0.0453 -3.8084 2.408
O 0.1740 -0.3535 -4.3971 -0.858
O 1.3548 0.7771 -2.5529 -1.082
O 2.6250 0.5171 -4.8505 -1.128
O 2.0757 -1.4334 -3.2371 -0.920
C -2.2636 -3.0953 1.8961 -0.232
O -1.4403 -2.3601 1.0352 -0.931
H -2.3496 -2.3548 2.6913 0.109
H -3.2146 -3.3769 1.4439 0.124
H -1.7363 -3.9341 2.3504 0.102
F -1.6516 -3.1774 -3.3246 -0.851
C -1.9364 3.0484 -0.7209 -0.670
C -3.2706 2.4205 -0.1178 -0.050
O -4.0461 1.8498 -1.2062 -0.541
C -3.7324 0.7037 -1.9025 1.003
O -2.6932 0.0837 -1.8284 -0.612
O -4.7874 0.3645 -2.6082 -0.499
C -4.7368 -0.7526 -3.4195 -0.268
H -2.0415 3.6689 -1.6108 0.211
H -1.2820 2.3269 -1.2101 0.262
H -1.2786 3.6175 -0.0641 0.201
H -3.8066 3.2590 0.3269 0.174
H -3.1021 1.7203 0.7003 0.197
H -3.7212 -1.1019 -3.6060 0.265
H -5.3099 -0.5306 -4.3197 0.169
H -5.2609 -1.5636 -2.9139 0.177
C -1.4624 0.4968 4.7448 -0.627
C -0.9849 0.2041 3.2237 -0.070
O -0.2117 1.2982 2.8211 -0.515
C 0.2593 1.4195 1.6173 0.985
O -0.0675 0.7086 0.6635 -0.638
O 1.0737 2.4408 1.5338 -0.510
C 1.4788 2.9367 0.2798 -0.275
H -2.0060 1.4411 4.7738 0.198
H -0.6462 0.5487 5.4653 0.201
H -2.1348 -0.2967 5.0707 0.211
H -1.7322 0.1840 2.4305 0.219
H -0.4259 -0.7298 3.1639 0.210
H 1.9289 3.9268 0.3521 0.179
H 0.7072 2.9205 -0.4899 0.219
H 2.1587 2.1886 -0.1278 0.216
C 5.6073 -0.0314 -1.5368 -0.621
C 4.2173 -0.2054 -0.9594 -0.094
O 4.2659 -0.8703 0.2817 -0.483
C 3.2438 -1.4261 0.7557 0.988
O 2.1192 -1.5072 0.2529 -0.635
O 3.5732 -2.2237 1.8160 -0.519
C 2.6520 -2.9394 2.4403 -0.261
H 6.1826 -0.9442 -1.3825 0.198
H 6.0971 0.7533 -0.9604 0.183
H 5.6907 0.1777 -2.6033 0.243
H 3.5581 -0.7254 -1.6544 0.263
H 3.8740 0.8238 -0.8548 0.183
H 1.8308 -2.3896 2.9003 0.183
H 3.1252 -3.6720 3.0941 0.172
H 2.0870 -3.4275 1.6461 0.209
```

## Properties
LUMO energy: 2.523 eV
energy: -61182.413 eV
Kohn-Sham gap: 3.71 eV
total charge: -2